[1]
{"formula": "C25H14Cl5O2PZr", "method": "ωB97M-V/def2-TZVPD", "gap_ev": 7.36, "lumo_ev": -7.500, "charge": 2, "symbols": ["Zr", "O", "C", "O", "C", "C", "C", "C", "C", "C", "P", "C", "C", "C", "C", "C", "C", "C", "C", "C", "C", "C", "C", "H", "H", "H", "H", "H", "H", "H", "H", "H", "H", "H", "H", "H", "H", "Cl", "C", "C", "C", "Cl", "C", "Cl", "C", "Cl", "C", "Cl"], "coordinates": [[0.44774, 0.99245, 0.47663], [2.23772, 1.28739, -0.61680], [1.70150, 0.47912, -1.45282], [1.02336, -0.46397, -0.89837], [1.45177, 0.83499, -2.86625], [2.35658, 0.61783, -3.88552], [2.00383, 0.98411, -5.18224], [0.77495, 1.56918, -5.43317], [-0.12405, 1.81142, -4.39863], [0.20197, 1.45244, -3.09743], [-0.93261, 1.80235, -1.71721], [-2.49212, 2.43057, -2.31488], [-2.74433, 3.79943, -2.40489], [-3.95417, 4.23001, -2.92653], [-4.89828, 3.30642, -3.35583], [-4.64671, 1.94297, -3.26510], [-3.44504, 1.49967, -2.73896], [-0.17467, 3.17794, -0.79244], [-0.60494, 3.32273, 0.54581], [-0.04639, 4.29277, 1.37795], [0.94856, 5.12053, 0.87864], [1.38350, 4.98134, -0.43757], [0.84209, 4.00935, -1.26589], [3.31193, 0.15420, -3.67944], [2.69578, 0.80369, -5.99344], [0.50935, 1.84783, -6.44398], [-1.07526, 2.28144, -4.61479], [-2.01493, 4.53063, -2.08110], [-4.15923, 5.28927, -3.00036], [-5.83931, 3.65162, -3.76306], [-5.38547, 1.22671, -3.59710], [-3.25551, 0.43485, -2.66583], [-1.47055, 2.75010, 0.90624], [-0.40006, 4.39976, 2.39472], [1.38661, 5.87810, 1.51458], [2.15731, 5.63544, -0.81741], [1.20856, 3.89010, -2.27797], [1.90637, 1.84302, 3.21443], [0.58627, 0.74362, 3.55009], [-0.00023, 0.24607, 2.41871], [-1.10453, -0.55483, 2.51107], [-1.74864, -0.93978, 0.91870], [-1.63600, -0.93901, 3.72693], [-3.00382, -1.94744, 3.80137], [-0.99699, -0.44322, 4.88409], [-1.59860, -0.88171, 6.40748], [0.11555, 0.42621, 4.81218], [0.85454, 1.06359, 6.20510]], "forces_ev_per_angstrom": [[-0.8, -0.3, 0.1], [0.3, 0.1, -0.2], [-0.1, -0.1, 0.2], [0.1, -0.1, -0.3], [0.1, 0.0, 0.0], [-0.1, 0.0, -0.1], [0.1, 0.0, 0.1], [0.0, 0.0, 0.0], [0.0, 0.0, -0.1], [0.0, 0.0, -0.1], [0.5, 0.3, 0.1], [-0.2, -0.3, 0.0], [0.0, 0.0, 0.0], [0.0, 0.0, 0.0], [0.0, 0.0, 0.0], [0.0, 0.0, 0.0], [-0.1, 0.0, 0.0], [0.1, 0.3, -0.1], [-0.1, 0.0, 0.0], [0.0, -0.1, 0.0], [0.0, 0.0, 0.0], [0.0, 0.0, 0.0], [0.0, 0.0, 0.0], [0.0, 0.0, 0.0], [0.0, 0.0, 0.0], [0.0, 0.0, 0.0], [0.0, 0.0, 0.0], [0.0, 0.0, 0.0], [0.0, 0.0, 0.0], [0.0, 0.0, 0.0], [0.0, 0.0, 0.0], [0.0, 0.0, 0.0], [0.0, 0.0, 0.0], [0.0, 0.0, 0.0], [0.0, 0.0, 0.0], [0.0, 0.0, 0.0], [0.0, 0.0, 0.0], [0.0, -0.1, 0.0], [0.2, 0.1, 0.2], [0.2, 0.2, -0.1], [-0.1, -0.1, 0.1], [0.0, 0.0, 0.1], [0.0, 0.0, -0.1], [0.0, 0.0, 0.0], [0.0, 0.0, 0.0], [0.0, 0.0, 0.0], [0.0, -0.1, -0.1], [0.0, 0.0, 0.0]]}


[2]
{"formula": "C4H9NO2", "method": "ωB97M-V/def2-TZVPD", "gap_ev": 10.02, "lumo_ev": 0.578, "charge": 0, "smiles": "NC(=O)CCCO", "symbols": ["N", "C", "O", "C", "C", "C", "O", "H", "H", "H", "H", "H", "H", "H", "H", "H"], "coordinates": [[-1.45707, 0.37455, -1.52300], [-0.29412, 1.07899, -1.37364], [-0.18100, 2.24996, -1.69288], [0.87874, 0.29620, -0.79013], [0.90218, 0.30963, 0.75264], [0.28756, -0.91926, 1.40041], [-1.05650, -1.06883, 0.95940], [-2.26962, 0.94400, -1.71328], [-1.59260, -0.40463, -0.89017], [0.88149, -0.73582, -1.16316], [1.77332, 0.79076, -1.17363], [1.93994, 0.36586, 1.10199], [0.40615, 1.21217, 1.12766], [0.87974, -1.80703, 1.12938], [0.31822, -0.81495, 2.49513], [-1.41642, -1.87157, 1.35329]], "forces_ev_per_angstrom": [[0.0, 0.2, 0.1], [0.0, 0.1, 0.0], [0.0, -0.3, 0.0], [0.1, 0.0, -0.1], [0.0, 0.1, 0.1], [0.4, 0.0, 0.1], [-0.2, -0.2, 0.1], [0.1, -0.1, 0.0], [0.0, 0.1, -0.1], [-0.1, 0.1, 0.1], [-0.1, 0.0, 0.1], [-0.1, 0.0, -0.1], [0.0, -0.1, -0.1], [-0.1, 0.1, 0.0], [0.0, 0.0, -0.2], [0.0, 0.1, -0.1]]}


[3]
{"formula": "C51H60AsO3PPdSSi", "method": "ωB97M-V/def2-TZVPD", "gap_ev": [6.80, 6.78], "lumo_ev": [0.369, -0.811], "charge": 0, "spin_multiplicity": 3, "s2": 2.012, "symbols": ["Pd", "C", "C", "C", "C", "C", "C", "C", "P", "C", "C", "C", "C", "C", "C", "C", "C", "C", "C", "C", "C", "C", "C", "H", "H", "H", "H", "H", "H", "H", "H", "H", "H", "H", "H", "H", "H", "H", "H", "H", "H", "H", "H", "C", "C", "C", "C", "O", "Si", "S", "O", "C", "C", "C", "C", "O", "C", "C", "C", "C", "H", "H", "H", "H", "H", "H", "H", "H", "H", "H", "H", "H", "H", "H", "H", "H", "H", "H", "H", "H", "H", "H", "H", "H", "H", "H", "H", "C", "C", "C", "C", "C", "C", "As", "C", "C", "C", "C", "C", "C", "C", "C", "C", "C", "C", "C", "H", "H", "H", "H", "H", "H", "H", "H", "H", "H", "H", "H", "H"], "coordinates": [[0.03282, 0.12187, 0.29199], [-1.32611, 4.43646, 0.65813], [-2.10914, 4.39509, -0.61282], [-2.55902, 5.59062, -1.16306], [-3.32514, 5.61271, -2.31599], [-3.64675, 4.41630, -2.93490], [-3.19555, 3.21494, -2.40423], [-2.42078, 3.17657, -1.23959], [-1.88416, 1.54822, -0.47820], [-2.52179, 0.44894, -1.80259], [-1.66075, 0.42222, -2.90089], [-1.97944, -0.27381, -4.05201], [-3.17227, -0.98059, -4.10386], [-4.01856, -0.97882, -3.00692], [-3.72116, -0.26651, -1.84446], [-4.67802, -0.33782, -0.68150], [-2.85768, 1.56249, 1.07175], [-3.95933, 2.41075, 1.22157], [-4.55915, 2.60097, 2.45145], [-4.04321, 1.94423, 3.56432], [-2.96884, 1.08648, 3.42139], [-2.36441, 0.85225, 2.17737], [-1.28516, -0.16174, 2.07301], [-0.81545, 5.39044, 0.78119], [-0.57787, 3.65222, 0.66335], [-1.96077, 4.27229, 1.53377], [-2.30211, 6.52125, -0.66788], [-3.66922, 6.55516, -2.72480], [-4.24534, 4.40689, -3.83719], [-3.46286, 2.30395, -2.91777], [-0.71231, 0.94640, -2.83999], [-1.29726, -0.28053, -4.89297], [-3.43561, -1.54400, -4.99088], [-4.93851, -1.55234, -3.04222], [-5.47609, -1.04909, -0.89341], [-5.13524, 0.63159, -0.47472], [-4.16642, -0.66010, 0.22722], [-4.33766, 2.95402, 0.36316], [-5.40722, 3.26770, 2.54700], [-4.48567, 2.09791, 4.54122], [-2.58179, 0.55888, 4.28730], [-1.66008, -1.11008, 1.70370], [-0.72970, -0.30768, 2.99743], [3.36142, -2.17903, 1.99570], [3.27292, -1.93299, 0.49360], [3.90482, -3.09339, -0.27036], [3.99469, -0.64607, 0.12796], [1.87735, -1.72697, 0.11485], [0.73936, -2.91296, -0.20017], [-0.98268, -1.89401, -0.70950], [0.70707, -3.82380, 1.16264], [0.12320, -5.10171, 1.44314], [-1.20917, -5.26676, 0.72230], [1.10275, -6.19041, 1.01661], [-0.08342, -5.13100, 2.95021], [1.22770, -3.93093, -1.39330], [1.14714, -3.87474, -2.82670], [-0.22010, -4.38948, -3.25794], [1.36424, -2.45109, -3.33576], [2.24498, -4.79584, -3.33918], [4.40574, -2.11613, 2.31022], [2.96160, -3.15696, 2.26421], [2.78853, -1.41666, 2.53117], [4.93642, -3.20414, 0.07120], [3.91770, -2.89443, -1.34313], [3.38055, -4.03314, -0.09827], [5.07618, -0.79328, 0.15755], [3.74727, 0.13769, 0.83580], [3.71181, -0.32556, -0.87688], [-1.06914, -5.26942, -0.36261], [-1.88397, -4.44694, 0.97292], [-1.67157, -6.21260, 1.01389], [1.32345, -6.10177, -0.04836], [0.67999, -7.17879, 1.21231], [2.03697, -6.09444, 1.57513], [-0.78438, -4.34866, 3.25016], [0.86663, -4.96045, 3.46078], [-0.48125, -6.09999, 3.26251], [-1.00612, -3.76551, -2.83003], [-0.35807, -5.41905, -2.91986], [-0.30743, -4.36547, -4.34793], [0.51371, -1.81749, -3.07587], [1.48224, -2.45854, -4.42184], [2.26403, -2.02003, -2.89366], [2.09758, -5.80511, -2.94834], [3.22462, -4.43936, -3.01355], [2.23146, -4.83687, -4.43070], [0.13348, 4.93660, 4.73558], [0.96398, 5.40568, 3.72221], [1.35032, 4.56582, 2.68886], [0.90040, 3.24990, 2.66064], [0.08764, 2.77643, 3.68132], [-0.30251, 3.62099, 4.71547], [1.54183, 1.96296, 1.33053], [2.33640, 3.10257, -0.01550], [1.70728, 3.64015, -1.12947], [2.43665, 4.42544, -2.01227], [3.79122, 4.64679, -1.78542], [4.42378, 4.09184, -0.68166], [3.69733, 3.31746, 0.21724], [4.22701, 2.69251, 1.45240], [5.52594, 2.80862, 1.93521], [5.87702, 2.19368, 3.12801], [4.93753, 1.46640, 3.85190], [3.63956, 1.34066, 3.37433], [3.29867, 1.94581, 2.17761], [-0.17215, 5.59911, 5.53626], [1.31482, 6.43058, 3.73775], [1.99295, 4.94061, 1.90036], [-0.25414, 1.75108, 3.66596], [-0.95053, 3.24618, 5.49888], [0.65838, 3.44384, -1.31875], [1.95196, 4.86134, -2.87700], [4.36147, 5.24968, -2.48113], [5.48349, 4.25734, -0.52792], [6.26789, 3.37512, 1.38510], [6.88924, 2.28456, 3.50049], [5.21777, 1.00148, 4.78804], [2.90543, 0.77061, 3.93108]], "forces_ev_per_angstrom": [[-0.1, 0.4, 0.2], [0.0, 0.0, 0.1], [0.0, -0.1, 0.0], [0.0, 0.0, 0.0], [0.0, 0.0, 0.0], [0.0, 0.0, 0.0], [0.0, 0.0, 0.0], [0.2, 0.0, 0.0], [-0.3, -0.3, -0.1], [-0.2, 0.2, 0.0], [-0.1, 0.0, 0.0], [0.0, 0.0, 0.0], [0.0, 0.0, 0.0], [0.0, 0.0, 0.0], [0.0, 0.0, 0.1], [0.1, 0.0, -0.1], [0.0, 0.1, -0.1], [0.0, 0.0, 0.0], [0.0, 0.0, 0.0], [0.0, 0.0, 0.0], [0.0, 0.0, 0.0], [0.0, -0.1, 0.1], [-0.2, 0.2, -0.2], [0.0, 0.0, 0.0], [0.1, -0.1, 0.1], [0.0, 0.0, 0.0], [0.0, 0.0, 0.0], [0.0, 0.0, 0.0], [0.0, 0.0, 0.0], [0.0, 0.0, 0.0], [0.0, 0.0, 0.0], [0.0, 0.0, 0.0], [0.0, 0.0, 0.0], [0.0, 0.0, 0.0], [0.0, 0.0, 0.0], [0.0, 0.0, 0.0], [0.0, 0.0, 0.0], [0.0, 0.0, 0.0], [0.0, 0.0, 0.0], [0.0, 0.0, 0.0], [0.0, 0.0, 0.0], [-0.1, -0.1, 0.1], [0.1, 0.0, 0.0], [-0.1, 0.1, 0.0], [-0.2, 0.0, -0.1], [-0.1, 0.0, 0.0], [0.0, 0.0, -0.1], [0.2, -0.3, 0.1], [0.0, -0.1, -0.1], [0.1, 0.1, 0.1], [0.1, 0.0, 0.0], [0.0, 0.0, 0.0], [0.0, 0.0, -0.1], [0.0, 0.0, 0.0], [-0.1, 0.0, 0.1], [0.0, -0.1, 0.0], [0.0, 0.1, 0.1], [0.0, 0.0, 0.0], [0.0, 0.0, 0.0], [0.1, 0.0, 0.0], [0.0, 0.0, 0.0], [0.0, 0.0, 0.0], [0.1, 0.0, 0.0], [0.0, 0.0, 0.0], [0.0, 0.0, 0.0], [0.0, 0.0, 0.0], [0.0, 0.0, 0.0], [0.0, 0.0, -0.1], [0.0, 0.0, 0.0], [0.0, 0.0, 0.1], [0.0, 0.0, 0.0], [0.0, 0.0, 0.0], [0.0, 0.0, 0.0], [0.0, 0.0, 0.0], [0.0, 0.0, 0.0], [0.0, 0.0, 0.0], [0.0, 0.0, 0.0], [0.0, 0.0, 0.0], [0.0, 0.0, 0.0], [0.0, 0.0, 0.0], [0.0, 0.0, 0.0], [0.1, 0.0, 0.0], [0.0, 0.0, 0.0], [0.0, 0.0, 0.0], [0.0, 0.0, 0.0], [0.0, 0.0, 0.0], [0.0, 0.0, 0.0], [0.0, 0.0, 0.0], [0.0, 0.0, 0.0], [-0.1, 0.0, 0.0], [-0.1, -0.1, 0.0], [0.0, 0.1, 0.0], [0.0, 0.0, 0.0], [0.2, 0.2, 0.1], [-0.1, 0.1, 0.0], [0.0, 0.0, 0.0], [0.0, 0.0, 0.0], [0.0, 0.0, 0.0], [0.0, 0.0, 0.0], [0.1, 0.0, 0.1], [0.0, 0.1, -0.1], [0.1, 0.0, 0.0], [0.0, 0.0, 0.0], [0.0, 0.0, 0.0], [0.0, 0.0, 0.0], [-0.1, -0.1, -0.1], [0.0, 0.0, 0.0], [0.0, 0.0, 0.0], [0.0, 0.0, 0.0], [0.0, 0.0, 0.0], [0.0, 0.0, 0.0], [0.0, 0.0, 0.0], [0.0, 0.0, 0.0], [0.0, 0.0, 0.0], [0.0, 0.0, 0.0], [0.0, 0.0, 0.0], [0.0, 0.0, 0.0], [0.0, 0.0, 0.0], [0.0, 0.0, 0.0]]}


[4]
{"formula": "CH2F3NO3P", "method": "ωB97M-V/def2-TZVPD", "gap_ev": 9.83, "lumo_ev": 4.253, "charge": -1, "symbols": ["C", "N", "O", "O", "O", "F", "F", "F", "P", "H", "H"], "coordinates": [[-3.00363, 0.15106, -1.82217], [0.05308, -0.33224, 0.49587], [-0.18844, 0.62267, -2.10725], [-1.52044, 2.08560, -0.45449], [-1.31712, -0.44407, 0.04036], [-3.12990, -1.09638, -2.25519], [-3.15119, 0.87547, -2.97702], [-4.05409, 0.49255, -0.98866], [-1.27953, 0.76409, -1.07388], [0.26228, 0.60753, 0.77047], [0.68817, -0.74129, -0.09559]], "forces_ev_per_angstrom": [[1.3, 2.3, -0.2], [-1.9, -0.4, 3.6], [-1.2, -0.5, 1.0], [-0.1, -0.1, 0.4], [1.9, 0.5, -0.3], [-0.3, -0.9, 0.7], [-0.5, 0.4, 0.2], [0.6, -0.8, -0.9], [-0.9, -0.1, -2.2], [0.0, 0.5, -0.2], [1.3, -0.7, -2.2]]}


[5]
{"formula": "C3H5FS", "method": "ωB97M-V/def2-TZVPD", "gap_ev": 9.35, "lumo_ev": 0.647, "charge": 0, "smiles": "CS/C=C\\F", "symbols": ["C", "S", "C", "C", "F", "H", "H", "H", "H", "H"], "coordinates": [[-2.57568, 0.35454, 0.24971], [-0.85452, -0.65126, -0.15918], [0.42805, 0.54938, -0.21420], [1.69239, 0.67166, -0.16344], [2.49390, -0.47513, 0.27960], [-2.03029, 1.02751, 1.19710], [-2.93453, 1.02146, -0.54760], [-3.48738, -0.08629, 0.32330], [0.07331, 1.71237, 0.01060], [2.33762, 1.56791, -0.18525]], "forces_ev_per_angstrom": [[6.3, 4.2, 1.1], [-1.5, -0.1, 0.0], [-5.2, 4.5, 1.1], [5.0, -2.4, 2.0], [-1.0, 1.8, -1.6], [-2.7, -2.0, -2.6], [1.4, 0.4, -0.2], [-1.9, -2.9, 1.6], [0.2, -2.9, -1.4], [-0.7, -0.7, 0.0]]}


[6]
{"formula": "C2HNO2S", "method": "ωB97M-V/def2-TZVPD", "gap_ev": 5.22, "lumo_ev": 6.177, "charge": -2, "smiles": "[O-]C([O-])=NC=S", "symbols": ["O", "C", "O", "N", "C", "S", "H"], "coordinates": [[-1.63376, 0.51774, 1.01825], [-1.18949, 0.50446, -0.12840], [-1.54028, 1.29962, -1.04057], [-0.27767, -0.52727, -0.45008], [1.09283, -0.42965, -0.06267], [2.20752, -1.72113, 0.12565], [1.34085, 0.35624, 0.53782]], "forces_ev_per_angstrom": [[-0.6, -0.2, 2.1], [0.4, 1.1, -1.1], [0.1, 0.1, -0.7], [6.4, -0.7, 0.8], [-7.3, -2.7, -1.5], [0.5, -0.4, -0.7], [0.6, 2.8, 1.2]]}


Quick rundown of relative energy (zero: lowest compared OMol25 entry of this formula, charge and spin), same order as above: 0.0, 54.7, 51.6, 0.0, 305.8, 119.9 kJ/mol
Quick rundown of E_tot, same order as above: -3800.40603, -363.06472, -5597.99440, -960.84619, -615.22056, -680.19170 Ha